Here is an isolated molecule of C5H9N at a distorted geometry from the Open Molecules 2025 dataset. Energies are from wB97M-V/def2-TZVPD.

Geometry as XYZ:
```
15
Properties=species:S:1:pos:R:3:forces:R:3
C 1.09819 -0.00585 0.48604 0.412 -0.007 0.957
C -0.12582 0.76863 0.06483 -0.335 0.575 -0.511
C -0.10513 2.08842 -0.21029 -0.780 -0.318 -0.128
C -1.42657 0.01040 -0.10258 1.147 -0.932 0.194
C -1.50063 -1.33954 0.02245 -0.770 1.428 0.293
H 0.91447 -1.52491 -0.94897 0.556 0.350 0.392
H 2.43865 -1.37320 -0.23390 -0.458 -0.030 -0.260
H 0.83557 -0.53738 1.42580 -0.054 -0.099 -0.342
H 1.94435 0.64227 0.81639 -0.747 -0.038 -0.538
H -1.06278 2.52515 -0.56328 0.792 -0.046 0.322
H 0.76001 2.76863 -0.14206 -0.423 -0.696 0.021
H -2.29420 0.62836 -0.34042 0.139 -0.291 -0.009
H -0.62538 -1.89905 0.33130 -0.150 -0.112 -0.107
H -2.46365 -1.87436 -0.03605 0.665 0.344 -0.118
N 1.61294 -0.87757 -0.56927 0.008 -0.128 -0.166
```
Positions in Å, forces in eV/Å.

Output
Energy above the lowest of the compared OMol25 structures with the same formula, charge and spin, eV: 1.474
SMILES: C=CC(=C)CN
Kohn-Sham gap, eV: 9.86
E_tot, eV: -6819.521

For each atom in turn, the Mulliken charge in e is: -0.71, 0.88, -0.95, -0.18, -0.86, 0.26, 0.23, 0.30, 0.37, 0.21, 0.28, 0.24, 0.25, 0.25, -0.58

---

Here is a cluster of 2 separate species, C4H11NO in total at a distorted geometry from the Open Molecules 2025 dataset. Energies are from wB97M-V/def2-TZVPD.

Geometry as XYZ:
```
17
Properties=species:S:1:pos:R:3:forces:R:3
C 2.08491 0.93000 -0.02378 0.199 -0.237 0.054
C 1.99378 -0.34087 0.81529 -0.028 0.253 -0.109
O 0.93672 1.74726 0.09901 -0.419 -0.113 -0.064
H 0.18004 1.26087 -0.26713 0.262 0.228 0.027
H 2.26462 0.66835 -1.07595 0.012 0.060 0.099
H 2.92126 1.54509 0.31705 -0.043 -0.052 -0.062
H 1.19106 -0.98219 0.44876 -0.015 -0.054 -0.006
H 2.92851 -0.89846 0.76533 0.028 -0.060 -0.011
H 1.79124 -0.09110 1.85649 0.006 0.007 0.028
C -2.32919 -0.26025 0.46259 0.511 0.212 0.406
C -1.52910 -0.18515 -0.78978 -1.774 0.770 -3.965
N -1.43361 -1.06997 -1.71161 0.363 -2.986 0.246
H -1.81307 -1.99908 -1.48198 0.227 -0.317 0.455
H -1.59759 0.45451 -1.76977 0.618 2.338 2.950
H -1.76713 0.17198 1.28876 -0.017 -0.011 0.172
H -2.58933 -1.29362 0.70891 0.036 0.035 -0.106
H -3.23312 0.34262 0.35781 0.032 -0.072 -0.114
```
Positions in Å, forces in eV/Å.

Output
Energy above the lowest of the compared OMol25 structures with the same formula, charge and spin, eV: 3.439
SMILES: [H]/N=C\C.CCO
Kohn-Sham gap, eV: 10.56
E_tot, eV: -7861.115

For each atom in turn, the Mulliken charge in e is: -0.21, -0.95, -0.50, 0.24, 0.26, 0.30, 0.27, 0.34, 0.25, -0.91, -0.05, -0.54, 0.17, 0.43, 0.26, 0.36, 0.28

---

Which of these has the highest Kohn-Sham gap? C4H11NO